This record from OMol25 describes a cluster of 10 separate species, H20O10 in total at a distorted geometry. The level of theory is wB97M-V/def2-TZVPD.

Last column: Löwdin charge in e.
Positions of all 30 atoms, in Å:
H 1.0171 0.4982 -0.2645  -0.004
H -0.6090 0.3885 -0.1457  0.034
H -0.1460 -1.4200 -1.1100  -0.042
H 1.0530 -2.4352 -1.1314  0.080
H -1.1429 2.2405 -0.6711  0.003
H -2.4272 2.0746 -1.2722  0.078
H 3.7578 3.7147 0.0803  0.061
H 2.3975 3.2122 -0.4169  -0.054
H 0.8724 -1.5688 2.4215  -0.003
H 0.1388 -0.2889 2.9016  0.030
H -4.3744 -2.4986 1.4273  0.061
H -3.1865 -1.5559 0.8138  -0.014
H -4.0741 2.9123 1.3966  0.079
H -4.3193 2.1775 0.0754  -0.039
H 3.9932 -1.0093 0.3464  -0.078
H 3.5148 -2.3130 0.6146  0.028
H -1.9860 -2.6507 -2.8679  0.066
H -1.6450 -1.8527 -1.7900  -0.008
H 2.6372 0.2371 0.4799  0.096
H 3.1351 0.1222 -0.9996  0.040
O 0.2880 0.2237 0.2650  -0.061
O 0.3526 -1.9645 -1.6436  -0.073
O -1.6762 1.5512 -0.9155  -0.024
O 2.8741 3.9559 -0.2615  -0.020
O 0.5415 -1.1245 3.1858  -0.052
O -3.4632 -2.1373 1.4841  -0.046
O -3.9028 2.8771 0.4284  -0.013
O 4.3488 -1.8731 0.4012  -0.047
O -1.3684 -1.9346 -2.6652  -0.052
O 3.3991 0.4415 -0.1666  -0.026

Summary:
Kohn-Sham gap   9.7 eV
F_max   0.128 hartree/bohr
Energy relative to the best compared isomer or geometry (same formula, charge and spin)   146.5 kcal/mol
LUMO level   -0.3 eV
Total charge   0